{
  "formula": "C21H46N3OP2SY",
  "method": "wB97M-V/def2-TZVPD",
  "homo_lumo_gap_ev": 7.54,
  "charge": 2,
  "de_lowest_kj_mol": 0.0,
  "energy_ev": -59484.4249,
  "elements": ["Y", "P", "P", "N", "C", "H", "H", "C", "H", "H", "C", "H", "H", "C", "H", "H", "C", "C", "H", "H", "H", "C", "C", "H", "H", "H", "C", "C", "H", "H", "H", "C", "C", "H", "H", "H", "C", "O", "C", "H", "H", "H", "C", "H", "H", "H", "C", "H", "H", "H", "C", "H", "H", "H", "H", "H", "H", "H", "H", "H", "S", "C", "N", "C", "C", "C", "N", "H", "H", "H", "H", "H", "H", "H", "H"],
  "coordinates": [[-0.406, -0.054, -0.526], [0.130, -2.180, -2.092], [0.363, 2.533, -0.164], [0.441, 0.799, -2.820], [1.008, -1.544, -3.578], [1.886, -2.181, -3.755], [0.348, -1.686, -4.445], [1.464, -0.073, -3.490], [2.398, 0.028, -2.917], [1.652, 0.335, -4.503], [0.729, 2.277, -2.991], [-0.208, 2.774, -3.291], [1.450, 2.385, -3.816], [1.314, 2.902, -1.715], [1.384, 3.992, -1.836], [2.338, 2.526, -1.566], [1.137, 3.039, 1.413], [1.918, 1.857, 2.027], [2.817, 1.578, 1.463], [1.273, 0.964, 2.094], [2.223, 2.096, 3.060], [-1.268, 3.358, -0.408], [-2.367, 2.848, 0.564], [-3.319, 2.779, 0.013], [-2.520, 3.538, 1.408], [-2.170, 1.841, 0.983], [-1.521, -2.814, -2.615], [-2.279, -3.573, -1.506], [-3.342, -3.609, -1.788], [-2.225, -3.058, -0.534], [-1.940, -4.615, -1.384], [1.095, -3.480, -1.280], [0.584, -3.804, 0.142], [1.360, -4.384, 0.665], [-0.336, -4.407, 0.124], [0.375, -2.909, 0.756], [1.867, -0.491, -0.210], [3.015, -0.643, -0.109], [-1.081, 4.887, -0.418], [-0.057, 5.194, -0.157], [-1.296, 5.271, -1.424], [-1.787, 5.384, 0.262], [-1.455, -3.559, -3.957], [-2.114, -4.438, -3.942], [-1.847, -2.901, -4.745], [-0.436, -3.868, -4.235], [1.142, -4.708, -2.181], [1.780, -5.452, -1.690], [0.147, -5.150, -2.331], [1.585, -4.472, -3.156], [0.111, 3.532, 2.434], [-0.611, 2.739, 2.694], [0.641, 3.813, 3.354], [-0.431, 4.417, 2.082], [1.845, 3.843, 1.146], [2.115, -3.062, -1.183], [-1.585, 3.052, -1.420], [-2.091, -1.885, -2.794], [-0.453, 0.643, -3.300], [-1.993, 0.435, -1.558], [-1.637, -1.177, 1.610], [-0.770, -0.525, 2.950], [-1.350, 0.466, 3.697], [-1.039, 0.482, 5.140], [0.462, 0.500, 5.279], [1.048, -0.744, 4.662], [0.438, -0.993, 3.334], [-2.348, 0.586, 3.501], [-1.464, -0.429, 5.581], [-1.528, 1.348, 5.592], [0.712, 0.512, 6.337], [0.885, 1.407, 4.830], [0.877, -1.632, 5.288], [2.128, -0.653, 4.531], [0.789, -1.805, 2.815]],
  "forces_ev_per_a": [[-3.14, 0.67, 0.31], [-0.27, 0.32, 0.33], [-0.64, -0.74, -0.59], [0.03, 0.06, -0.39], [0.20, -0.14, -0.40], [-0.16, 0.16, -0.07], [0.15, 0.08, 0.22], [-0.20, 0.52, 0.13], [-0.21, -0.12, -0.20], [0.04, -0.41, 0.39], [-0.23, -0.65, 0.26], [0.38, -0.18, 0.18], [-0.24, 0.20, 0.27], [0.45, 0.53, 0.37], [0.11, -0.20, -0.09], [-0.18, 0.14, 0.03], [0.89, 0.43, 0.01], [0.01, -0.07, -0.01], [-0.17, 0.17, 0.09], [0.17, 0.31, -0.02], [0.00, 0.04, -0.45], [0.01, 0.07, 0.12], [-0.25, 0.03, -0.07], [0.33, 0.01, 0.27], [0.15, -0.28, -0.31], [-0.05, 0.38, -0.21], [-0.19, 0.20, -0.16], [-0.13, -0.02, -0.05], [0.34, -0.03, 0.07], [0.01, -0.20, -0.25], [-0.04, 0.47, -0.05], [0.17, -0.28, -0.15], [0.23, -0.17, 0.11], [-0.29, 0.09, -0.19], [0.37, 0.25, 0.01], [0.08, -0.29, -0.36], [6.96, -0.79, 0.39], [-4.64, 0.49, -0.37], [-0.25, 0.44, -0.36], [-0.37, 0.05, -0.01], [0.15, 0.05, 0.32], [0.28, -0.13, -0.13], [-0.26, -0.07, -0.43], [0.31, 0.13, 0.01], [0.24, -0.28, 0.06], [-0.49, -0.05, 0.02], [0.44, -0.54, 0.30], [-0.14, -0.07, -0.28], [0.33, 0.15, 0.06], [-0.12, -0.14, 0.17], [-0.17, 0.20, 0.11], [0.27, 0.31, -0.14], [-0.11, -0.04, -0.22], [0.08, -0.25, 0.15], [-0.18, -0.11, 0.40], [-0.28, -0.14, -0.13], [0.25, -0.11, 0.36], [0.24, -0.20, 0.20], [0.27, -0.04, 0.24], [-0.31, 0.03, -0.41], [0.25, 0.17, 0.26], [0.18, 0.41, 0.96], [-0.31, -1.32, -0.36], [-0.15, 0.07, -0.18], [0.15, 0.29, 0.52], [0.23, -0.32, -0.25], [-0.82, -0.29, -0.41], [0.57, -0.01, -0.23], [0.08, 0.22, 0.13], [0.18, -0.09, -0.11], [0.13, 0.04, 0.04], [-0.17, -0.20, 0.05], [-0.06, 0.25, -0.14], [-0.10, 0.03, -0.07], [-0.38, 0.54, 0.31]],
  "lowdin_charge": [0.6910, 0.9337, 0.9560, -0.1779, -0.2746, 0.1016, 0.0937, -0.2433, 0.1097, 0.1306, -0.2177, 0.1252, 0.1248, -0.2937, 0.0971, 0.0912, -0.5163, -0.1252, 0.0737, 0.0292, 0.0893, -0.5399, -0.1235, 0.0946, 0.0793, 0.0171, -0.5314, -0.0981, 0.1001, 0.0338, 0.0830, -0.5567, -0.1108, 0.0977, 0.0785, -0.0054, -0.0845, 0.1560, -0.1001, 0.0713, 0.0889, 0.0893, -0.1025, 0.0953, 0.0884, 0.0629, -0.0975, 0.0969, 0.0818, 0.0804, -0.0966, 0.0600, 0.0969, 0.0734, 0.1260, 0.1040, 0.0837, 0.0826, 0.0834, -0.0934, 0.6370, -0.7691, 0.0156, -0.1431, -0.1595, -0.1378, 0.0306, 0.1386, 0.1411, 0.1376, 0.1338, 0.1063, 0.1395, 0.1308, 0.1357]
}